The following is a quantum chemistry calculation of a 21-piece molecular cluster, C84H147N21 overall in a non-equilibrium geometry, from OMol25.

The geometry in XYZ format:
```
252
Properties=species:S:1:pos:R:3:mulliken_charge:R:1
C -3.596 2.103 -2.344 -0.160
C -5.115 2.268 -2.474 -0.206
C -5.483 3.615 -3.074 0.413
C -6.935 3.854 -3.336 -0.055
N -8.081 4.101 -3.523 -0.555
H -3.065 2.249 -3.284 0.538
H -3.373 1.063 -2.106 -0.040
H -3.182 2.640 -1.490 -0.469
H -5.469 2.157 -1.449 0.079
H -5.480 1.436 -3.077 0.374
H -5.041 3.610 -4.071 0.381
H -5.047 4.442 -2.515 -0.449
C 1.452 -1.739 8.314 -0.964
C 2.200 -0.440 7.961 -0.794
C 2.318 -0.294 6.399 -0.409
C 1.043 -0.272 5.609 0.198
N 0.079 -0.306 5.003 -0.326
H 0.431 -1.860 7.954 0.285
H 1.446 -1.845 9.399 0.404
H 1.950 -2.642 7.959 0.210
H 3.183 -0.244 8.389 0.412
H 1.665 0.451 8.291 0.324
H 2.950 -1.069 5.966 0.282
H 2.894 0.593 6.134 0.481
C -0.887 -4.589 -5.758 -1.526
C -0.498 -3.297 -4.979 0.079
C -0.009 -3.643 -3.564 1.824
C -0.900 -4.541 -2.787 -0.111
N -1.568 -5.202 -2.109 -0.634
H -1.695 -5.200 -5.354 0.333
H -0.016 -5.208 -5.971 0.331
H -1.181 -4.312 -6.770 0.445
H -1.446 -2.786 -4.812 -0.327
H 0.210 -2.614 -5.448 0.568
H 0.256 -2.726 -3.039 -1.044
H 0.879 -4.265 -3.677 0.115
C 1.021 6.188 -3.234 -0.585
C 2.428 6.178 -3.927 0.067
C 3.342 7.369 -3.594 -0.606
C 3.569 7.505 -2.148 0.236
N 3.727 7.622 -1.040 -0.464
H 0.453 7.001 -3.687 0.297
H 1.009 6.454 -2.177 -0.201
H 0.475 5.257 -3.388 0.320
H 2.299 6.198 -5.009 0.415
H 2.974 5.268 -3.680 -0.218
H 2.940 8.300 -3.992 0.386
H 4.282 7.173 -4.110 0.399
C -1.089 -7.097 1.677 -0.858
C 0.025 -8.196 1.751 0.160
C 0.112 -9.150 3.037 -0.219
C -1.201 -9.664 3.400 0.080
N -2.262 -9.996 3.719 -0.454
H -0.983 -6.518 2.595 0.038
H -2.111 -7.476 1.671 0.507
H -1.042 -6.394 0.846 0.228
H 0.986 -7.729 1.535 -0.409
H -0.177 -8.886 0.932 0.434
H 0.448 -8.698 3.970 0.139
H 0.667 -10.059 2.803 0.386
C -3.084 4.502 2.964 -0.588
C -2.557 3.125 2.707 1.915
C -1.712 2.558 3.853 0.888
C -0.507 3.250 4.286 -0.122
N 0.445 3.866 4.658 -0.687
H -2.234 5.181 3.034 -0.250
H -3.574 4.469 3.938 0.603
H -3.852 4.812 2.255 -0.168
H -1.895 3.084 1.842 -0.806
H -3.425 2.500 2.502 -0.686
H -1.231 1.614 3.598 -0.744
H -2.398 2.271 4.649 0.586
C -4.231 -2.794 -2.412 -0.737
C -5.704 -2.450 -2.113 0.285
C -6.705 -3.228 -3.028 -0.617
C -8.104 -2.847 -2.929 0.067
N -9.180 -2.499 -2.832 -0.407
H -3.549 -2.322 -1.705 -0.078
H -3.989 -2.391 -3.396 0.089
H -4.055 -3.864 -2.519 0.552
H -5.838 -1.375 -2.228 0.099
H -5.996 -2.705 -1.094 -0.031
H -6.595 -4.292 -2.814 0.377
H -6.461 -3.099 -4.082 0.344
C 5.820 4.833 -0.673 -1.579
C 5.113 3.487 -0.998 0.401
C 5.544 2.685 -2.164 1.353
C 5.517 3.528 -3.357 -0.099
N 5.472 4.190 -4.295 -0.645
H 5.513 5.210 0.303 0.397
H 5.578 5.632 -1.374 0.239
H 6.901 4.701 -0.713 0.409
H 4.072 3.795 -1.093 0.042
H 5.173 2.863 -0.106 -0.095
H 4.854 1.890 -2.446 -0.909
H 6.578 2.346 -2.107 0.427
C 1.806 5.625 2.082 -0.533
C 1.144 6.823 1.415 0.424
C 0.061 7.506 2.269 0.579
C 0.576 8.117 3.523 -0.026
N 0.981 8.531 4.500 -0.476
H 2.309 5.980 2.981 0.413
H 2.633 5.245 1.482 0.043
H 1.183 4.761 2.314 -0.128
H 0.677 6.575 0.462 -0.597
H 1.916 7.549 1.160 0.383
H -0.671 6.774 2.608 -0.581
H -0.403 8.278 1.655 0.460
C 1.418 -4.086 5.373 -0.496
C 2.175 -4.944 4.415 0.923
C 3.657 -5.215 4.732 0.024
C 3.991 -5.462 6.163 -0.053
N 4.288 -5.719 7.268 -0.504
H 1.044 -4.607 6.255 0.679
H 0.586 -3.649 4.820 -0.327
H 1.892 -3.151 5.673 -0.239
H 2.094 -4.580 3.391 -0.674
H 1.590 -5.863 4.403 0.099
H 4.206 -4.317 4.450 0.024
H 4.132 -6.027 4.180 0.424
C -1.659 4.965 -0.940 0.372
C -2.795 5.799 -0.397 0.527
C -3.204 7.010 -1.264 -0.501
C -3.414 6.592 -2.655 0.191
N -3.511 6.203 -3.780 -0.602
H -1.895 4.507 -1.901 0.411
H -1.577 4.147 -0.225 -0.662
H -0.684 5.444 -1.036 -0.623
H -2.515 6.155 0.594 0.370
H -3.626 5.106 -0.264 -0.225
H -2.382 7.725 -1.245 0.454
H -4.107 7.497 -0.897 0.329
C -0.946 0.620 -7.745 -0.939
C -2.156 -0.258 -7.408 -0.466
C -2.734 0.113 -5.998 -0.781
C -1.839 -0.115 -4.811 -0.127
N -1.223 -0.322 -3.840 0.181
H -0.129 0.291 -7.104 0.076
H -1.190 1.672 -7.594 0.313
H -0.458 0.477 -8.710 0.375
H -1.990 -1.322 -7.576 0.238
H -3.006 -0.082 -8.068 0.375
H -3.733 -0.291 -5.832 0.479
H -3.036 1.160 -6.024 0.428
C 3.729 -3.504 -5.305 -0.496
C 5.183 -3.894 -5.138 -1.116
C 5.874 -3.013 -4.017 0.517
C 5.909 -1.563 -4.250 0.192
N 5.952 -0.435 -4.422 -0.523
H 3.223 -4.301 -5.849 0.480
H 3.690 -2.542 -5.817 0.277
H 3.269 -3.449 -4.318 -0.127
H 5.731 -3.693 -6.058 0.373
H 5.277 -4.952 -4.894 0.434
H 6.897 -3.313 -3.789 0.567
H 5.276 -3.165 -3.118 -0.414
C 5.059 -5.977 0.472 -1.198
C 3.577 -6.437 0.425 -0.673
C 2.516 -5.331 0.194 1.551
C 2.775 -4.325 -0.839 -0.345
N 2.994 -3.555 -1.640 -0.009
H 5.445 -5.556 -0.457 0.296
H 5.711 -6.799 0.769 0.468
H 5.196 -5.260 1.281 0.150
H 3.286 -6.933 1.351 0.249
H 3.498 -7.239 -0.309 0.396
H 2.340 -4.886 1.174 -1.032
H 1.538 -5.728 -0.078 0.226
C 1.549 1.676 -3.211 -0.600
C 2.389 0.683 -3.961 -0.697
C 2.765 -0.500 -3.000 2.491
C 3.320 -0.110 -1.674 -0.466
N 3.805 0.139 -0.648 0.154
H 2.079 2.054 -2.336 0.009
H 0.648 1.258 -2.761 -0.208
H 1.241 2.548 -3.788 0.481
H 3.315 1.141 -4.309 0.455
H 1.926 0.382 -4.901 0.328
H 3.375 -1.194 -3.577 -0.895
H 1.800 -0.963 -2.790 -1.119
C 3.146 2.120 2.863 -1.032
C 3.882 0.822 2.650 -0.189
C 2.897 -0.294 2.460 3.419
C 3.555 -1.627 2.500 -0.577
N 4.007 -2.644 2.580 -0.384
H 2.562 2.149 3.783 0.215
H 2.480 2.373 2.039 -0.167
H 3.846 2.952 2.933 0.558
H 4.408 0.644 3.588 0.519
H 4.577 0.877 1.813 -0.047
H 2.329 -0.199 1.534 -1.068
H 2.188 -0.301 3.287 -1.315
C -6.553 6.809 2.582 -1.053
C -6.745 6.563 1.065 0.099
C -7.418 5.207 0.675 -0.470
C -6.651 3.991 1.017 0.170
N -6.041 3.054 1.313 -0.320
H -7.436 6.648 3.200 0.358
H -6.182 7.802 2.836 0.375
H -5.819 6.135 3.025 0.152
H -5.806 6.631 0.516 -0.323
H -7.342 7.331 0.572 0.466
H -7.651 5.202 -0.390 0.240
H -8.392 5.138 1.158 0.389
C 7.492 -3.476 -0.450 -1.569
C 6.728 -2.144 -0.636 0.763
C 7.213 -1.036 0.295 0.083
C 8.665 -0.695 0.229 0.079
N 9.773 -0.481 0.291 -0.490
H 7.238 -3.960 0.493 0.318
H 8.541 -3.216 -0.590 0.507
H 7.349 -4.205 -1.248 0.285
H 5.644 -2.222 -0.545 -0.124
H 6.889 -1.772 -1.648 -0.098
H 6.868 -1.282 1.299 0.386
H 6.731 -0.086 0.069 -0.201
C -7.234 -2.241 2.577 -1.117
C -6.470 -1.160 3.400 -0.170
C -6.004 0.057 2.636 -0.411
C -5.149 -0.172 1.413 -0.220
N -4.483 -0.386 0.510 0.052
H -8.292 -1.978 2.555 0.378
H -7.149 -3.218 3.052 0.419
H -6.889 -2.387 1.553 0.071
H -5.606 -1.685 3.809 -0.229
H -7.000 -0.888 4.312 0.549
H -5.389 0.654 3.309 0.184
H -6.837 0.698 2.346 0.562
C -3.100 -3.695 1.845 -0.017
C -2.950 -3.980 3.347 -1.099
C -2.173 -2.885 4.110 0.494
C -2.774 -1.526 4.102 -0.017
N -3.269 -0.499 4.085 -0.362
H -2.084 -3.747 1.454 -0.037
H -3.527 -2.727 1.583 -0.306
H -3.747 -4.409 1.334 0.436
H -2.465 -4.943 3.509 0.328
H -3.916 -4.096 3.838 0.431
H -1.200 -2.819 3.623 -0.621
H -1.953 -3.081 5.159 0.776
C 0.164 -1.962 -0.071 -0.344
C -1.059 -1.100 -0.033 1.853
C -0.919 0.028 0.990 1.234
C -0.096 1.173 0.484 -0.044
N 0.548 2.034 0.100 -0.494
H 0.389 -2.293 0.943 0.190
H 1.017 -1.358 -0.380 -0.548
H 0.111 -2.860 -0.686 0.013
H -1.950 -1.672 0.226 -1.108
H -1.229 -0.771 -1.059 -0.266
H -0.452 -0.326 1.909 -0.334
H -1.954 0.244 1.255 -0.301
```

Kohn-Sham gap = 11.03 eV
E_tot = -120779.37857 eV
Lowest unoccupied orbital energy = -0.02 eV